(1)
84
Properties=species:S:1:pos:R:3:mulliken_charge:R:1 method="wB97M-V/def2-TZVPD" homo_ev=-1.482 e_tot_ha=-2037.016312 multiplicity=1 total_charge=-1
S 5.9793 -0.8814 -1.4133 -0.365
C 5.0210 -2.5017 -1.6303 -0.622
C 3.4732 -2.0125 -1.6615 0.271
C 2.4914 -2.6819 -0.6516 -0.312
C 1.0370 -2.0745 -0.7741 -0.523
C 0.8553 -0.9707 -1.8260 -0.476
N 1.7746 -0.4048 -2.7468 -0.581
C 3.1020 -0.9050 -2.6708 -0.140
H 5.3837 -0.3063 -0.2882 0.015
H 5.3116 -2.9626 -2.6358 0.263
H 2.7764 -3.4930 0.0853 0.270
H 0.1901 -2.4326 -0.0808 0.275
H -0.2125 -0.5295 -1.8733 0.806
H 3.8916 -0.4560 -3.3751 0.304
C 9.3316 -4.8251 -2.0701 -1.181
C 8.7159 -3.5304 -2.5333 0.864
O 7.5923 -3.4943 -2.9888 -0.494
C 9.5492 -2.2822 -2.4084 -1.085
H 8.6180 -5.6383 -2.2193 0.286
H 10.2320 -5.0378 -2.6513 0.359
H 9.5733 -4.7623 -1.0068 0.317
H 10.4597 -2.3816 -3.0049 0.372
H 9.8005 -2.1065 -1.3603 0.295
H 8.9785 -1.4283 -2.7791 0.249
C -2.2380 2.4186 -1.3042 -0.911
C -2.7468 1.0569 -1.6959 0.602
O -1.9989 0.0980 -1.7614 -0.572
C -4.2148 0.9264 -2.0037 -0.815
H -1.1638 2.3616 -1.1122 0.341
H -2.4116 3.1275 -2.1157 0.283
H -2.7392 2.7545 -0.3950 0.184
H -4.4760 1.5683 -2.8457 0.249
H -4.8038 1.1959 -1.1253 0.182
H -4.4376 -0.1089 -2.2704 0.354
C -6.0640 4.5117 0.6200 -1.103
C -5.9724 4.1557 -0.8393 0.887
O -4.9218 3.7963 -1.3381 -0.469
C -7.2308 4.2614 -1.6591 -1.124
H -5.0828 4.3891 1.0844 0.227
H -6.3753 5.5530 0.7298 0.221
H -6.7735 3.8489 1.1206 0.448
H -7.5948 5.2913 -1.6504 0.352
H -7.9921 3.5877 -1.2601 0.309
H -7.0157 3.9745 -2.6908 0.276
C -4.8965 8.8709 3.3543 -1.159
C -5.1429 7.9443 2.1934 0.881
O -6.2195 7.3972 2.0387 -0.566
C -4.0059 7.7205 1.2318 -0.939
H -5.8011 8.9372 3.9625 0.308
H -4.0855 8.4829 3.9740 0.320
H -4.6477 9.8688 2.9868 0.325
H -3.1553 7.2815 1.7574 0.308
H -3.7176 8.6674 0.7704 0.360
H -4.3253 7.0318 0.4468 0.136
C -6.7701 0.6626 -6.1521 -1.147
C -6.6621 0.0345 -4.7877 0.883
O -6.5731 0.7155 -3.7837 -0.508
C -6.6679 -1.4692 -4.7144 -1.175
H -6.7531 1.7500 -6.0521 0.276
H -5.9248 0.3547 -6.7711 0.330
H -7.7108 0.3689 -6.6230 0.349
H -5.8180 -1.8718 -5.2697 0.336
H -7.6040 -1.8577 -5.1215 0.378
H -6.5836 -1.7810 -3.6713 0.286
C 5.3959 -3.3420 4.0392 -0.810
C 5.8897 -4.0490 2.8043 0.704
O 6.8237 -4.8336 2.8554 -0.625
C 5.1866 -3.7490 1.5082 -0.571
H 5.9950 -3.6539 4.8989 0.298
H 5.4978 -2.2616 3.9146 0.346
H 4.3515 -3.6052 4.2257 0.099
H 5.2790 -2.6872 1.2708 0.146
H 4.1345 -4.0302 1.5837 0.090
H 5.6456 -4.3260 0.7043 0.319
C 1.7288 -3.1085 7.1828 -1.135
C 2.3001 -4.2396 6.3694 0.858
O 2.6577 -4.0726 5.2198 -0.577
C 2.4112 -5.5857 7.0351 -1.119
H 1.7089 -2.2008 6.5760 0.295
H 0.7079 -3.3484 7.4877 0.342
H 2.3536 -2.9293 8.0605 0.322
H 1.4205 -5.9359 7.3335 0.342
H 3.0663 -5.5167 7.9063 0.321
H 2.8388 -6.3031 6.3315 0.288



(2)
17
Properties=species:S:1:pos:R:3:mulliken_charge:R:1 method="wB97M-V/def2-TZVPD" homo_ev=-8.889 e_tot_ha=-285.096338 multiplicity=1 total_charge=0 de_lowest_kcal_mol=51.1
C -2.8649 2.6087 1.3544 -0.792
N -2.7256 1.8716 0.1045 -0.400
C -3.3541 0.5133 0.2917 -0.706
H -3.9916 2.5690 1.6959 0.254
H -2.2169 2.2507 2.1801 0.285
H -2.6258 3.6313 1.1912 0.306
H -1.6199 1.8340 -0.0965 0.249
H -3.3019 -0.0219 1.3579 0.226
H -3.0216 -0.2947 -0.3772 0.307
H -4.4641 0.7024 0.2882 0.271
N 4.1480 -3.2237 -1.5194 -0.438
C 4.5813 -1.8922 -1.2437 0.083
N 3.8875 -1.3878 -0.2764 -0.625
H 4.6287 -3.8000 -2.1349 0.195
H 3.7984 -3.6624 -0.7014 0.260
H 5.1757 -1.3249 -1.9670 0.310
H 3.9666 -0.3734 -0.1474 0.215



(3)
10
Properties=species:S:1:pos:R:3:mulliken_charge:R:1 method="wB97M-V/def2-TZVPD" homo_ev=-8.360 e_tot_ha=-189.234978 multiplicity=1 total_charge=0 de_lowest_kcal_mol=59.4
C -1.2850 -0.1003 0.9034 -0.760
C 1.6007 0.5125 -1.0037 -0.352
H -1.8410 -0.9491 1.1767 0.352
H -1.9719 0.5750 0.4686 0.278
H -0.8953 0.1850 1.9371 0.232
H 0.0613 -1.3486 -0.2848 0.222
H 1.8872 -0.4969 -1.2919 0.221
H 2.0587 1.4172 -1.5736 0.212
N -0.1309 -0.4346 0.0478 0.001
N 0.5162 0.6397 -0.3796 -0.405



(4)
9
Properties=species:S:1:pos:R:3:mulliken_charge:R:1 method="wB97M-V/def2-TZVPD" homo_ev=-9.322 e_tot_ha=-2562.761319 multiplicity=1 total_charge=0 de_lowest_kcal_mol=45.1
C -1.4512 0.2007 0.2003 -0.477
P 1.3859 -0.7382 -0.5755 0.327
P 0.6996 0.6876 0.8798 0.291
Cl 1.2200 -2.4210 0.5370 -0.161
Cl 3.3439 -0.3607 -0.5297 -0.179
Cl -3.3573 -0.0580 0.5473 -0.216
Cl 0.9021 2.2948 -0.2071 -0.143
H -1.3888 -0.7252 -0.4312 0.258
H -1.3543 1.1201 -0.4210 0.301



no.,HOMO-LUMO gap (eV),E_LUMO (eV)
1,3.2,1.76
2,10.0,1.10
3,9.6,1.22
4,8.1,-1.20